Density functional theory data (wB97M-V/def2-TZVPD) for a structure of composition C52H46GeN4O4W at a distorted geometry.

Structure (XYZ):
```
108
Properties=species:S:1:pos:R:3
C 2.535 1.587 0.193
O 6.541 -5.316 2.877
N 1.886 0.333 0.013
C 1.160 -3.984 0.306
H -0.718 2.148 -5.595
H 6.857 -4.730 4.848
H 4.716 -3.928 4.334
H 0.676 1.139 1.919
H 0.155 1.123 4.776
C -2.279 -0.704 3.354
C -1.360 1.258 -3.102
H 4.664 -0.403 1.769
H -3.368 -0.764 3.324
C -0.310 0.923 1.500
C -0.163 -4.181 0.149
C -3.278 0.310 -4.331
H -8.618 -5.105 2.285
C 3.465 5.807 1.473
C -3.534 0.657 -6.690
H -1.869 -1.431 2.653
C -5.679 -3.288 0.537
C -0.309 2.056 -2.801
N 0.362 1.806 -1.567
C -2.387 1.125 -0.754
C -2.093 1.074 -4.323
H 7.349 -6.374 4.388
H 5.319 6.150 -1.336
C -4.331 -4.905 1.736
H 5.665 8.945 2.029
H -1.954 -0.983 4.356
N 0.252 -1.895 0.072
H -2.235 -4.677 1.611
H 3.272 6.283 2.423
H -3.874 1.962 -9.077
C 1.386 -2.558 0.315
C 3.723 1.399 1.015
C -2.351 1.410 -6.713
C 3.658 -2.791 1.320
H -4.288 -5.767 2.388
C -2.058 -2.475 0.015
C -3.074 2.335 2.495
C -3.989 0.107 -5.483
C 2.727 -0.595 0.664
C -0.668 1.784 4.507
H 5.219 7.439 2.861
H -2.690 2.156 -0.665
C -0.772 -2.888 0.032
C -3.252 -3.171 0.437
C -5.591 -4.396 1.386
O -6.639 -5.032 1.908
C 4.679 -3.814 3.261
H 4.562 -3.298 -0.566
H -4.552 0.463 -9.756
O -4.285 0.407 -7.758
C -2.666 0.073 0.130
C 2.252 2.762 -0.411
H 4.387 2.204 1.285
H -8.222 -4.614 0.624
C 3.862 0.100 1.255
C 4.597 5.719 -0.656
H -3.648 -0.127 -3.412
H -1.979 1.829 -7.635
C 4.377 6.351 0.571
C 6.585 -5.614 4.269
H 2.077 4.221 1.842
H -4.897 -0.478 -5.493
H 3.952 8.506 2.188
C 1.196 3.696 -2.535
O 5.089 7.471 0.785
H 1.792 4.588 -2.628
C 0.254 3.238 -3.387
C 5.584 -4.479 2.438
C 2.788 4.640 1.138
H -2.845 0.505 -9.262
H -0.071 3.710 -4.299
H 3.014 -2.473 3.338
N -1.566 -0.795 -1.682
C -4.519 -2.694 0.081
H -3.220 0.132 1.050
Ge -1.634 1.105 2.972
C -3.192 -4.299 1.278
C -1.650 1.603 -5.545
H -3.151 3.081 3.286
C 3.720 -2.984 2.692
H 1.938 -4.723 0.412
C 4.963 8.119 2.047
C 2.589 -1.940 0.717
H -0.680 -5.124 0.066
H -8.004 -3.463 1.979
H -0.271 2.784 4.326
H -6.638 -2.908 0.221
C 4.584 -3.449 0.508
C -7.950 -4.509 1.674
H 4.120 4.074 -1.917
C 1.279 2.764 -1.441
H -4.608 -1.864 -0.611
H -1.355 1.837 5.353
C 5.538 -4.281 1.055
H -4.039 1.831 2.420
C -3.847 0.872 -9.041
W -0.154 0.176 -0.280
C 2.999 4.005 -0.078
C -2.138 -1.082 -0.446
C 3.915 4.565 -0.973
H 6.268 -4.784 0.436
H -2.874 2.864 1.564
C -1.784 0.527 -1.891
H 5.625 -6.004 4.613
```

Output
- Total charge: +2
- Highest occupied orbital energy: -11.98 eV
- Calculated total energy: -127147.625 eV